C40H72O28S4 | the ωB97M-V functional and the def2-TZVPD basis

CARTESIAN COORDINATES (ANGSTROEM)
S (12.635, 11.150, -23.061)
S (18.192, 11.140, -23.672)
S (18.439, 5.835, -24.422)
S (19.333, 10.094, -15.869)
O (15.678, 2.616, -18.558)
O (19.990, 13.742, -18.328)
O (14.368, 9.342, -18.378)
O (16.044, 9.093, -19.881)
O (21.279, 9.493, -22.694)
O (22.144, 7.548, -19.121)
O (15.227, 13.722, -18.785)
O (18.597, 11.311, -15.288)
O (17.065, 1.513, -19.901)
O (13.499, 12.395, -23.194)
O (17.924, 4.916, -15.552)
O (18.160, 9.788, -22.996)
O (17.634, 2.846, -15.020)
O (19.300, 12.027, -19.371)
O (20.673, 7.451, -17.546)
O (19.308, 3.355, -16.502)
O (21.523, 12.633, -19.667)
O (16.498, 3.628, -20.416)
O (10.678, 9.359, -14.692)
O (13.163, 13.565, -18.083)
O (23.283, 8.970, -21.879)
O (22.373, 7.629, -23.496)
O (14.353, 15.482, -17.662)
O (15.869, 7.627, -18.312)
O (9.676, 7.509, -13.919)
O (10.583, 7.555, -15.912)
O (19.579, 4.991, -25.023)
O (21.291, 9.462, -18.410)
C (15.653, 5.510, -15.814)
C (16.686, 11.250, -24.793)
C (21.972, 6.201, -18.891)
C (17.990, 14.934, -17.882)
C (19.083, 6.525, -22.840)
C (14.859, 1.113, -16.996)
C (16.974, 7.223, -19.049)
C (16.724, 4.995, -14.824)
C (18.157, 12.580, -18.751)
C (23.914, 11.291, -21.525)
C (11.299, 9.772, -15.856)
C (16.412, 2.695, -19.665)
C (12.143, 12.003, -19.370)
C (17.930, 12.466, -22.474)
C (13.899, 10.044, -22.201)
C (16.556, 0.608, -18.922)
C (10.300, 8.056, -14.803)
C (17.179, 8.293, -20.115)
C (20.367, 9.411, -14.512)
C (13.448, 12.292, -18.578)
C (18.427, 3.711, -15.687)
C (21.383, 8.253, -18.348)
C (14.693, 12.564, -19.378)
C (18.383, 9.302, -20.065)
C (18.135, 8.673, -15.782)
C (16.603, 3.546, -14.360)
C (23.373, 5.489, -18.603)
C (22.867, 10.170, -21.300)
C (21.520, 10.507, -21.842)
C (18.266, 7.455, -25.197)
C (22.317, 8.587, -22.731)
C (14.225, 14.398, -18.182)
C (11.366, 8.465, -16.691)
C (18.704, 13.628, -17.836)
C (12.482, 10.304, -24.761)
C (20.396, 12.779, -19.111)
C (11.082, 8.670, -18.175)
C (16.073, 1.526, -17.802)
C (15.371, 8.749, -18.839)
C (20.852, 6.066, -17.821)
H (16.886, 6.302, -19.624)
H (21.683, 5.726, -19.829)
H (15.356, 11.730, -19.146)
H (19.943, 5.650, -18.255)
H (12.345, 10.073, -15.812)
H (14.432, 1.928, -16.411)
H (17.085, 12.306, -21.805)
H (17.883, 15.244, -18.922)
H (24.127, 11.359, -22.592)
H (17.442, 8.052, -24.807)
H (13.630, 11.575, -17.778)
H (23.640, 5.612, -17.553)
H (11.943, 12.676, -20.205)
H (15.454, 4.887, -16.686)
H (24.238, 5.893, -19.129)
H (22.742, 9.967, -20.236)
H (10.654, 10.533, -16.297)
H (17.455, 0.098, -18.576)
H (16.541, 10.408, -25.471)
H (15.726, 11.414, -24.303)
H (19.774, 9.250, -13.612)
H (14.661, 12.639, -20.465)
H (14.108, 0.599, -17.596)
H (18.535, 15.672, -17.294)
H (17.905, 7.172, -26.186)
H (19.187, 5.675, -22.166)
H (16.745, 12.171, -25.374)
H (18.072, 10.192, -20.611)
H (18.768, 13.341, -16.786)
H (15.636, 3.137, -14.651)
H (17.012, 14.774, -17.429)
H (15.989, 6.498, -16.126)
H (12.341, 11.075, -19.906)
H (16.906, 5.625, -13.954)
H (21.138, 10.146, -14.281)
H (21.433, 11.533, -22.200)
H (17.490, 12.907, -19.549)
H (11.965, 9.354, -24.631)
H (11.223, 11.836, -18.809)
H (16.931, 7.892, -21.097)
H (16.734, 3.440, -13.283)
H (16.816, 1.726, -17.030)
H (20.994, 8.565, -14.797)
H (20.812, 10.499, -21.014)
H (17.837, 13.440, -22.955)
H (21.079, 5.429, -16.966)
H (14.767, 5.714, -15.213)
H (11.235, 7.727, -18.701)
H (15.185, 0.338, -16.302)
H (11.813, 9.229, -18.759)
H (18.564, 9.549, -19.019)
H (18.858, 12.517, -21.906)
H (15.739, -0.077, -19.149)
H (13.457, 9.140, -21.781)
H (18.537, 7.409, -22.511)
H (19.246, 7.930, -25.135)
H (11.745, 10.929, -25.267)
H (20.136, 6.788, -22.939)
H (17.611, 11.892, -18.107)
H (23.415, 12.193, -21.173)
H (14.698, 9.743, -22.879)
H (19.271, 8.918, -20.568)
H (12.401, 8.124, -16.659)
H (14.362, 10.622, -21.400)
H (13.425, 10.193, -25.298)
H (18.549, 7.666, -15.843)
H (17.863, 7.279, -18.420)
H (17.343, 8.837, -16.513)
H (10.061, 9.009, -18.350)
H (24.736, 11.142, -20.825)
H (23.255, 4.426, -18.814)
H (17.694, 8.720, -14.786)

Results
gap between HOMO and LUMO = 0.3048 hartree

C40H73N9O4 | the ωB97M-V functional and the def2-TZVPD basis

CARTESIAN COORDINATES (ANGSTROEM)
O (-2.315, -1.192, -5.158)
O (-1.744, 3.721, -2.374)
O (2.840, -0.258, -3.946)
O (-0.451, 5.672, -6.922)
N (-0.148, -0.269, -0.545)
N (-0.951, 4.019, 3.610)
N (0.780, -2.207, 6.722)
N (-0.176, 0.338, -3.721)
N (-2.983, 5.947, -4.226)
N (-0.629, -9.567, -0.551)
N (2.156, 0.448, 5.581)
N (3.569, -2.404, 2.698)
N (-2.466, -3.154, -1.869)
C (0.186, -3.019, 7.630)
C (4.040, -0.673, -3.332)
C (-1.189, 5.361, 3.642)
C (3.711, 2.042, 4.246)
C (-0.884, 3.462, -1.298)
C (4.493, -2.820, 6.402)
C (4.783, -4.022, 5.515)
C (0.221, -0.345, 1.635)
C (-2.501, -0.229, -4.142)
C (-0.299, -6.204, 0.912)
C (0.168, -2.324, 5.493)
C (-3.220, -2.283, -5.119)
C (3.762, -4.364, 4.409)
C (-0.814, -3.251, 5.631)
C (-0.759, -8.505, -0.946)
C (4.483, 1.478, 3.041)
C (0.218, 4.887, 1.939)
C (3.642, -3.271, 3.446)
C (0.222, -1.551, -0.266)
C (2.874, 1.135, 5.000)
C (0.398, -1.647, 1.090)
C (-2.742, 4.689, -2.059)
C (-0.691, 4.380, -7.414)
C (-2.802, -2.778, -0.844)
C (0.981, 1.191, -3.996)
C (-0.051, -6.165, -0.565)
C (-3.425, -0.779, 0.529)
C (3.620, 0.828, 1.930)
C (-1.730, 5.510, -4.848)
C (-0.847, -3.665, 6.994)
C (-0.903, -7.117, -1.395)
C (-3.553, 4.957, -3.324)
C (2.179, 0.751, -3.210)
C (-1.519, 6.209, -6.181)
C (-0.452, 5.933, 2.636)
C (-3.263, -2.295, 0.447)
C (-0.089, 0.488, 0.591)
C (-4.326, -0.198, -0.585)
C (-0.145, 3.709, 2.537)
C (-1.420, 0.805, -4.299)
H (-0.744, -7.038, -2.466)
H (1.189, 1.166, -5.072)
H (2.778, -4.527, 4.859)
H (4.159, 0.042, 1.399)
H (-2.265, 5.623, -1.731)
H (-1.537, -4.383, 7.398)
H (0.112, 2.677, 2.367)
H (5.293, -2.786, 7.155)
H (-1.503, -3.593, 4.875)
H (1.605, -1.648, 6.854)
H (-4.156, -0.643, -1.563)
H (-1.503, 3.315, -0.402)
H (-0.303, 2.576, -1.556)
H (3.086, 2.878, 3.908)
H (-3.356, 4.252, -1.258)
H (0.295, -2.375, -0.954)
H (0.567, -1.736, 4.691)
H (2.772, 0.270, 2.317)
H (0.410, 0.021, 2.634)
H (0.316, -5.513, 1.485)
H (-2.451, 6.255, -6.760)
H (4.521, -1.840, 5.929)
H (5.054, 2.298, 2.609)
H (-3.470, 0.277, -4.265)
H (-3.684, 4.008, -3.843)
H (-0.878, 5.688, -4.182)
H (4.074, -5.286, 3.925)
H (4.907, -4.896, 6.161)
H (-2.614, -2.708, 1.226)
H (-1.759, 4.429, -4.997)
H (-2.474, -0.261, 0.637)
H (-0.173, 4.271, -1.083)
H (-1.339, -5.945, 1.160)
H (0.698, -2.516, 1.649)
H (3.605, -2.931, 7.029)
H (-4.227, 0.886, -0.605)
H (-4.527, 5.336, -3.001)
H (-3.372, -2.582, -6.157)
H (0.984, -6.466, -0.761)
H (-0.439, 6.994, 2.453)
H (-0.471, 3.608, -6.666)
H (0.547, -3.013, 8.646)
H (-1.723, 4.286, -7.770)
H (-0.375, 1.521, 0.501)
H (3.819, -1.302, -2.457)
H (0.847, 4.954, 1.067)
H (-5.360, -0.425, -0.310)
H (-1.752, 1.691, -3.748)
H (-2.446, -0.734, -3.172)
H (-0.122, 0.077, -1.502)
H (5.774, -3.875, 5.073)
H (1.897, 0.399, -2.208)
H (-0.225, -5.145, -0.911)
H (-1.811, 5.866, 4.359)
H (-1.300, 3.331, 4.251)
H (-1.263, 7.254, -5.971)
H (4.596, 0.189, -2.929)
H (0.688, 2.201, -3.692)
H (-2.821, -3.127, -4.553)
H (-3.944, -0.518, 1.458)
H (-1.963, -6.881, -1.220)
H (-4.221, -2.764, 0.706)
H (4.662, -1.200, -4.045)
H (2.901, 1.569, -3.057)
H (-0.007, 4.207, -8.244)
H (-2.753, 6.769, -3.677)
H (5.207, 0.735, 3.388)
H (-4.191, -2.018, -4.686)
H (4.444, 2.550, 4.879)
H (-1.307, 1.042, -5.367)
H (-0.019, -0.641, -3.930)
H (-0.173, -7.203, 1.343)
H (3.374, 1.608, 1.209)

Results
gap between HOMO and LUMO = 0.3194 hartree